An isolated molecule of C5H9NOS. Source: OMol25; level of theory: ωB97M-V with the def2-TZVPD basis set.

highest occupied orbital energy: -9.3 eV
strongest force on any atom: 2.89 eV/Å
gap between HOMO and LUMO: 10.11 eV
energy relative to the best compared isomer or geometry (same formula, charge and spin): 33.17 kcal/mol
SMILES string: CC(=O)N[C@H]1C[C@H]1S
LUMO energy: 0.8 eV

Geometry (Å):
1 C 2.106 -0.977 0.482
2 C 1.433 -0.704 -0.856
3 O 2.111 -0.482 -1.849
4 N 0.035 -0.611 -0.955
5 C -0.952 -0.567 0.071
6 C -0.917 0.681 1.028
7 C -1.988 0.595 0.004
8 S -1.981 1.917 -1.294
9 H 1.577 -1.604 1.173
10 H 3.063 -1.405 0.375
11 H 2.237 -0.058 0.968
12 H -0.259 -0.203 -1.853
13 H -1.249 -1.528 0.415
14 H -0.139 1.424 0.811
15 H -1.081 0.525 2.082
16 H -3.026 0.364 0.231
17 H -0.969 2.635 -0.834